Record 1
11 unconnected molecules or ions with the total composition C11H44O11 at a distorted geometry. Source: OMol25; level of theory: ωB97M-V with the def2-TZVPD basis set.

Calculated values
DFT total energy: -34637.6894 eV
orbital gap: 10.15 eV
multiplicity: 1
strongest force on any atom: 1.4 eV/Å
SMILES: CO.CO.CO.CO.CO.CO.CO.CO.CO.CO.CO
charge: 0
relative energy (zero: lowest compared OMol25 entry of this formula, charge and spin): 261.6 kJ/mol

Last column: Löwdin charge in e.
Atoms and positions in Å:
C 2.72 2.67 -0.04  -0.165
O 3.57 3.67 -0.59  -0.116
H 1.73 2.78 -0.47  0.040
H 3.12 1.66 -0.15  0.080
H 2.55 2.85 1.03  0.086
H 4.13 4.03 0.10  0.071
C -3.26 -0.90 2.20  -0.163
O -3.54 -0.50 0.87  -0.119
H -3.49 -1.96 2.35  0.078
H -2.19 -0.83 2.39  0.062
H -3.81 -0.32 2.94  0.077
H -4.25 -1.07 0.55  0.073
C -0.05 0.20 -0.16  -0.132
O 0.82 -0.60 0.61  -0.123
H 0.50 0.95 -0.72  0.048
H -0.55 -0.41 -0.94  0.074
H -0.85 0.62 0.45  0.073
H 0.31 -1.18 1.19  0.038
C -0.80 -4.48 1.07  -0.127
O 0.45 -3.79 0.95  -0.142
H -0.67 -5.53 1.34  0.079
H -1.35 -3.97 1.86  0.067
H -1.35 -4.43 0.13  0.080
H 0.93 -4.18 0.21  0.077
C 3.48 -2.51 1.98  -0.155
O 3.75 -3.84 1.56  -0.124
H 4.04 -2.31 2.90  0.078
H 3.85 -1.77 1.26  0.080
H 2.41 -2.39 2.09  0.040
H 4.66 -3.89 1.27  0.071
C -0.61 4.68 -1.25  -0.143
O -2.04 4.63 -1.19  -0.133
H -0.21 3.70 -1.46  0.047
H -0.33 5.39 -2.03  0.083
H -0.21 5.08 -0.31  0.074
H -2.37 5.46 -0.84  0.070
C 0.59 1.93 -3.58  -0.175
O 0.69 0.80 -4.42  -0.127
H 1.52 1.94 -3.01  0.075
H 0.54 2.87 -4.15  0.082
H -0.27 1.89 -2.90  0.064
H -0.19 0.62 -4.76  0.027
C -1.79 3.92 2.17  -0.155
O -2.32 3.98 3.49  -0.125
H -0.84 4.43 2.17  0.075
H -1.73 2.86 1.86  0.072
H -2.49 4.36 1.44  0.065
H -3.24 3.71 3.48  0.069
C -1.96 -1.12 -4.35  -0.129
O -2.03 0.26 -4.70  -0.132
H -1.48 -1.67 -5.16  0.086
H -1.43 -1.27 -3.41  0.065
H -2.95 -1.56 -4.23  0.083
H -2.90 0.63 -4.53  0.090
C 0.31 -2.09 4.30  -0.172
O 0.75 -1.07 5.17  -0.100
H 0.93 -2.99 4.36  0.087
H -0.72 -2.41 4.47  0.076
H 0.47 -1.82 3.25  0.046
H 1.50 -1.40 5.67  0.074
C 1.57 -2.39 -2.59  -0.124
O 0.36 -2.77 -1.91  -0.153
H 2.44 -2.60 -1.97  0.077
H 1.58 -2.86 -3.57  0.078
H 1.58 -1.30 -2.74  0.066
H 0.43 -2.39 -1.02  0.026

=====

Record 2
A molecular structure, C11H4AuClN2O2S2 at a distorted geometry. Source: OMol25; level of theory: ωB97M-V with the def2-TZVPD basis set.

Calculated values
DFT total energy: -56428.6674 eV
orbital gap (alpha / beta): 4.40 / 4.41 eV
multiplicity: 1
strongest force on any atom: 2.5 eV/Å
charge: 0
relative energy (zero: lowest compared OMol25 entry of this formula, charge and spin): 210.0 kJ/mol

Last column: Löwdin charge in e.
Atoms and positions in Å:
Au -0.53 0.81 -1.49  0.709
S 1.19 2.52 -1.97  0.756
C 0.09 3.65 -1.28  -1.139
S -1.47 2.99 -1.05  0.745
C 0.44 4.94 -0.93  -0.365
C -0.48 5.84 -0.36  -0.233
N -1.20 6.60 0.11  0.186
C 1.75 5.44 -1.07  -0.233
N 2.81 5.86 -1.16  0.186
Cl -0.10 -5.77 2.10  0.682
C -0.07 -4.14 1.55  -0.682
C 0.37 -3.13 2.43  -0.083
C 0.39 -1.84 2.01  0.006
C -0.02 -1.44 0.70  -0.365
O 0.00 -0.21 0.42  -0.140
C -0.44 -2.50 -0.19  -0.129
C -0.85 -2.28 -1.53  -0.198
O -0.93 -1.24 -2.20  -0.116
C -0.45 -3.83 0.28  -0.067
H 0.67 -3.40 3.43  0.112
H 0.72 -1.04 2.67  0.120
H -1.12 -3.21 -2.07  0.135
H -0.77 -4.61 -0.39  0.112

=====

Record 3
A molecular structure, C11H4N2O5Sc at a distorted geometry. Source: OMol25; level of theory: ωB97M-V with the def2-TZVPD basis set.

Calculated values
DFT total energy: -45347.6420 eV
orbital gap (alpha / beta): 4.47 / 4.47 eV
multiplicity: 1
strongest force on any atom: 14.0 eV/Å
charge: +3

Last column: Löwdin charge in e.
Atoms and positions in Å:
O -0.27 -2.52 2.51  0.373
C -0.78 -1.87 1.71  0.002
Sc -1.62 -0.79 0.38  0.384
O -4.31 -2.10 1.01  0.387
C -3.30 -1.60 0.77  0.010
C -2.45 0.30 -0.95  0.002
O -2.96 0.95 -1.76  0.373
C -1.27 -2.13 -0.94  0.028
O -1.06 -2.94 -1.73  0.372
C -1.96 0.56 1.69  0.028
O -2.17 1.37 2.48  0.372
N 4.85 2.36 -1.14  0.304
C 3.84 1.87 -0.90  -0.092
C 2.57 1.25 -0.60  -0.112
C 1.46 1.55 -1.39  0.120
C 0.26 0.92 -1.05  -0.047
N 0.14 0.07 -0.03  -0.097
C 1.22 -0.21 0.71  -0.049
C 2.47 0.36 0.47  0.118
H 1.52 2.23 -2.22  0.158
H -0.62 1.14 -1.64  0.101
H 1.11 -0.89 1.52  0.101
H 3.32 0.11 1.10  0.166

=====

Record 4
12 unconnected molecules or ions with the total composition C11H50BN24O13. Source: OMol25; level of theory: ωB97M-V with the def2-TZVPD basis set.

Calculated values
DFT total energy: -75282.8610 eV
orbital gap: 7.39 eV
multiplicity: 1
strongest force on any atom: 0.9 eV/Å
charge: +1
relative energy (zero: lowest compared OMol25 entry of this formula, charge and spin): 0.0 kJ/mol

Last column: Löwdin charge in e.
Atoms and positions in Å:
N 2.32 -1.00 -1.04  0.248
B 1.09 -0.36 -1.05  -0.607
O 0.78 0.85 -0.53  0.208
N -0.17 -1.17 -1.65  0.102
O -0.66 -2.03 -0.63  0.026
H 2.32 -1.97 -1.32  0.101
H 3.10 -0.47 -1.46  0.060
H 0.36 1.57 -0.99  0.121
H 0.07 -1.82 -2.44  0.111
H -0.92 -0.54 -1.94  0.146
H -1.20 -1.47 -0.05  0.134
C 2.21 -0.20 3.57  -0.683
O 2.03 -0.62 4.69  0.041
N 2.51 1.11 3.28  0.151
N 2.14 -1.00 2.45  0.153
H 2.78 1.39 2.35  0.066
H 2.69 1.72 4.06  0.113
H 1.94 -1.97 2.59  0.103
H 2.28 -0.65 1.51  0.054
C -0.07 -4.41 -3.39  -0.626
O -0.32 -3.20 -3.27  -0.033
N 0.79 -4.84 -4.34  0.181
N -0.65 -5.33 -2.61  0.197
H 1.01 -5.81 -4.47  0.112
H 1.20 -4.16 -4.95  0.114
H -1.26 -5.01 -1.88  0.111
H -0.44 -6.32 -2.62  0.086
C -0.66 3.88 3.44  -0.672
O -1.65 4.51 3.77  0.017
N 0.06 4.21 2.32  0.156
N -0.18 2.81 4.14  0.170
H 0.86 3.70 2.02  0.084
H -0.24 5.03 1.82  0.063
H -0.66 2.53 4.97  0.111
H 0.65 2.33 3.83  0.048
C 5.50 0.94 1.77  -0.674
O 4.55 1.42 1.15  -0.009
N 6.61 1.66 2.05  0.162
N 5.49 -0.35 2.22  0.168
H 7.39 1.29 2.57  0.099
H 6.64 2.62 1.74  0.108
H 4.65 -0.88 2.08  0.078
H 6.24 -0.74 2.75  0.101
C -4.07 -0.23 -2.12  -0.653
O -3.34 0.55 -1.50  -0.005
N -5.36 0.02 -2.41  0.182
N -3.56 -1.42 -2.54  0.176
H -5.94 -0.63 -2.92  0.111
H -5.78 0.86 -2.08  0.104
H -2.61 -1.56 -2.27  0.059
H -4.03 -2.14 -3.05  0.113
C -2.23 8.01 5.68  -0.690
O -2.31 9.14 6.12  0.017
N -1.40 7.65 4.66  0.162
N -2.99 6.97 6.17  0.143
H -1.37 6.70 4.33  0.054
H -0.83 8.35 4.23  0.098
H -3.63 7.18 6.91  0.095
H -2.94 6.05 5.78  0.077
C -0.41 -7.32 0.48  -0.653
O -0.31 -7.59 -0.72  -0.020
N -1.59 -6.97 1.04  0.167
N 0.66 -7.38 1.31  0.169
H -1.71 -6.82 2.03  0.102
H -2.41 -7.05 0.47  0.109
H 1.53 -7.69 0.93  0.111
H 0.59 -7.22 2.30  0.103
C -2.35 -10.50 -2.36  -0.687
O -2.20 -10.98 -1.26  0.029
N -1.76 -9.32 -2.73  0.144
N -3.12 -11.10 -3.33  0.145
H -1.89 -8.91 -3.63  0.083
H -1.17 -8.88 -2.03  0.048
H -3.56 -11.97 -3.09  0.104
H -3.24 -10.72 -4.25  0.088
C 5.12 0.53 -3.32  -0.645
O 4.24 0.42 -2.47  0.001
N 6.10 -0.40 -3.46  0.168
N 5.16 1.58 -4.17  0.170
H 6.85 -0.31 -4.13  0.104
H 6.12 -1.16 -2.81  0.109
H 4.47 2.30 -4.06  0.112
H 5.88 1.71 -4.85  0.105
C -3.86 4.57 -1.09  -0.660
O -3.67 5.77 -0.90  0.022
N -4.93 4.13 -1.80  0.160
N -3.04 3.59 -0.62  0.169
H -5.10 3.16 -1.97  0.071
H -5.57 4.82 -2.16  0.109
H -2.25 3.87 -0.06  0.089
H -3.22 2.62 -0.78  0.052
C -0.77 7.92 0.56  -0.679
O -0.12 8.67 1.25  0.026
N -2.04 8.13 0.14  0.175
N -0.24 6.71 0.12  0.125
H -2.54 7.42 -0.37  0.050
H -2.50 8.98 0.40  0.113
H 0.71 6.54 0.38  0.092
H -0.73 6.09 -0.51  0.075

=====

Record 5
2 unconnected molecules or ions with the total composition C11H5Cl4N2O4 at a distorted geometry. Source: OMol25; level of theory: ωB97M-V with the def2-TZVPD basis set.

Calculated values
DFT total energy: -72749.8082 eV
orbital gap: 4.46 eV
multiplicity: 1
strongest force on any atom: 2.6 eV/Å
charge: -1
relative energy (zero: lowest compared OMol25 entry of this formula, charge and spin): 0.0 kJ/mol

Last column: Löwdin charge in e.
Atoms and positions in Å:
Cl 2.68 0.66 1.95  0.760
C 1.23 1.58 1.97  -0.589
C 1.23 2.93 2.09  -0.600
Cl 2.68 3.82 2.30  0.734
C -0.03 3.73 2.16  -0.417
O -0.03 4.94 2.38  0.050
C -1.28 2.93 2.08  -0.600
Cl -2.73 3.81 2.30  0.734
C -1.28 1.57 1.97  -0.588
Cl -2.72 0.65 1.94  0.760
C -0.02 0.78 1.97  -0.444
O -0.02 -0.44 2.12  0.030
C 0.04 -4.03 -1.73  -0.094
C 0.03 -2.54 -1.66  -0.220
C 0.05 -1.82 -0.48  -0.132
N 0.02 -0.50 -0.39  0.068
C 0.01 0.28 -1.49  -0.575
O 0.02 1.51 -1.47  -0.021
N -0.01 -0.41 -2.71  0.178
C -0.01 -1.78 -2.92  -0.463
O -0.05 -2.25 -4.05  -0.020
H 0.00 -4.31 -2.80  0.064
H 0.95 -4.47 -1.28  0.068
H -0.83 -4.48 -1.21  0.069
H 0.09 -2.34 0.48  0.110
H -0.02 0.17 -3.53  0.139

=====

Record 6
A molecular structure, C11H62CdF6N2O27S2 at a distorted geometry. Source: OMol25; level of theory: ωB97M-V with the def2-TZVPD basis set.

Calculated values
DFT total energy: -113211.9408 eV
orbital gap (alpha / beta): 3.56 / 6.36 eV
multiplicity: 2
strongest force on any atom: 4.9 eV/Å
charge: -1
relative energy (zero: lowest compared OMol25 entry of this formula, charge and spin): 0.0 kJ/mol

Last column: Löwdin spin population.
Atoms and positions in Å:
Cd -2.49 -3.35 -1.06  0.365
C 2.37 4.92 -3.52  0.000
F 3.51 4.34 -3.01  0.000
F 1.77 5.70 -2.51  0.000
F 2.57 5.72 -4.58  0.000
S 1.16 3.54 -4.17  0.000
O 1.93 2.31 -4.13  0.000
O 0.05 3.59 -3.23  0.000
N 0.82 3.95 -5.88  0.000
S -0.52 4.91 -5.78  0.000
O -0.67 5.72 -4.55  0.000
O -0.76 5.75 -7.01  0.000
C -2.02 3.64 -5.87  0.000
F -1.87 2.81 -6.88  0.000
F -2.16 3.06 -4.64  0.000
F -3.09 4.39 -6.09  0.000
C 0.07 1.13 -0.47  0.000
C 0.75 -0.29 -0.49  0.001
C 2.19 -0.20 0.14  0.001
C 2.23 0.00 1.71  0.000
C 1.40 -1.08 2.38  0.000
C -0.06 -1.32 1.77  0.001
N 0.02 -1.33 0.30  0.006
O -1.26 -1.76 -0.29  0.044
C -0.92 -0.11 2.43  0.001
C -0.39 -2.71 2.50  0.006
C 0.95 -0.65 -2.05  0.003
H 0.51 1.82 -1.19  0.000
H 0.12 1.75 0.42  0.000
H -0.96 1.11 -0.82  0.000
H 2.86 0.57 -0.26  0.000
H 2.61 -1.17 -0.10  0.000
H 1.98 0.98 2.12  0.000
H 3.24 -0.22 2.04  0.000
H 1.25 -0.86 3.43  0.000
H 1.94 -2.02 2.27  0.000
H -1.08 -0.31 3.49  0.000
H -1.98 -0.12 2.17  0.000
H -0.48 0.88 2.40  0.000
H 0.28 -3.49 2.12  0.003
H -1.43 -2.98 2.35  0.005
H -0.16 -2.69 3.57  0.000
H 1.81 -0.05 -2.36  0.000
H 0.17 -0.29 -2.72  0.001
H 1.23 -1.69 -2.24  0.002
O -1.27 -0.59 -5.23  0.007
H -1.73 -0.43 -4.41  0.002
H -1.91 -0.41 -5.92  0.001
O -1.64 3.58 1.54  0.000
H -1.15 3.76 0.74  0.000
H -1.01 3.73 2.25  0.000
O 4.53 0.69 -4.03  0.000
H 3.60 0.57 -3.87  0.000
H 4.86 -0.20 -4.21  0.000
O -2.07 3.66 -1.63  0.000
H -1.18 3.59 -1.99  0.000
H -2.47 4.38 -2.12  0.000
O 2.74 -3.59 -3.27  0.002
H 2.77 -3.47 -2.32  0.000
H 2.95 -4.52 -3.40  0.000
O -4.92 -1.96 2.02  0.024
H -4.75 -1.18 2.54  0.000
H -5.69 -2.36 2.42  0.001
O 0.10 0.26 5.68  0.000
H 0.64 0.95 5.29  0.000
H -0.50 0.72 6.26  0.000
O -4.56 0.59 3.21  0.001
H -5.21 1.27 3.36  0.000
H -4.05 0.90 2.46  0.000
O -2.72 -4.62 0.60  0.137
H -2.27 -5.45 0.73  0.025
H -2.94 -4.32 1.48  0.013
O -0.89 -4.39 -1.43  0.084
H -0.03 -4.16 -1.08  0.006
H -0.76 -5.23 -1.87  0.018
O 1.54 -3.84 -0.34  0.011
H 2.38 -4.16 0.01  0.001
H 1.37 -3.04 0.15  0.001
O -2.48 -2.30 -2.89  0.150
H -2.27 -1.36 -2.90  0.008
H -3.14 -2.41 -3.57  0.027
O 4.09 -2.01 4.09  0.000
H 4.27 -2.94 4.18  0.000
H 3.19 -1.96 3.77  0.000
O 5.13 0.31 4.55  0.000
H 4.64 0.77 3.87  0.000
H 4.89 -0.61 4.44  0.000
O -3.31 -4.84 3.77  0.013
H -2.51 -4.69 4.27  0.002
H -3.61 -5.71 4.03  0.002
O -3.30 -0.06 6.01  0.000
H -3.42 0.24 5.10  0.000
H -2.54 0.42 6.32  0.000
O 4.48 3.15 1.00  0.000
H 4.46 2.23 0.73  0.000
H 5.27 3.23 1.54  0.000
O 1.31 -2.30 -5.32  0.002
H 0.67 -1.72 -4.93  0.001
H 1.63 -2.83 -4.59  0.000
O 1.73 -1.91 6.32  0.000
H 1.04 -2.54 6.50  0.000
H 1.26 -1.11 6.07  0.000
O 0.54 3.57 3.22  0.000
H 1.08 3.64 2.44  0.000
H 0.84 2.77 3.66  0.000
O -3.32 1.27 0.13  0.003
H -3.09 2.13 -0.23  0.000
H -2.47 0.86 0.31  0.000
O -2.30 0.49 -2.67  0.010
H -2.04 1.40 -2.76  0.001
H -2.03 0.25 -1.78  0.002